1.
ORCA calculation (wB97M-V/def2-TZVPD) on a cluster of 2 separate species, C18H19NOS2 in total in a non-equilibrium geometry.

Values from the calculation:
- 2S+1 = 1
- HOMO-LUMO gap (eV) = 4.07
- LUMO energy (eV) = -1.98

Positions of all 41 atoms, in Å:
C (-3.15164, -0.70793, 2.86890)
C (-2.05968, 0.31267, 2.57783)
C (-2.36637, 1.12022, 1.34416)
O (-0.81580, -0.43459, 2.43952)
C (0.36589, 0.25536, 2.52784)
S (1.75656, -0.52499, 2.03772)
S (0.31535, 1.81481, 3.11188)
H (-4.10823, -0.19487, 3.01302)
H (-3.26955, -1.42672, 2.05066)
H (-2.93809, -1.26217, 3.78698)
H (-2.01567, 0.99157, 3.44916)
H (-3.31267, 1.65302, 1.47683)
H (-1.58376, 1.86082, 1.14863)
H (-2.46649, 0.46122, 0.47270)
C (4.75767, -0.76948, -0.22236)
C (4.43787, -1.80886, 0.76137)
N (3.61636, -2.81581, 0.52736)
C (3.29121, -3.81034, 1.48740)
C (3.73935, -3.94649, 2.78714)
C (3.25711, -5.04560, 3.52826)
C (2.35387, -5.95995, 2.95110)
C (1.91012, -5.80308, 1.63529)
C (2.38422, -4.71725, 0.90625)
C (2.12569, -4.27961, -0.43535)
C (2.87527, -3.10016, -0.66388)
C (2.81805, -2.44814, -1.88552)
C (1.99307, -2.99653, -2.88821)
C (1.25186, -4.16796, -2.65935)
C (1.31568, -4.81836, -1.42612)
H (5.47152, -0.09658, 0.26979)
H (5.25640, -1.16018, -1.12107)
H (3.89628, -0.15497, -0.52132)
H (4.86024, -1.76453, 1.76172)
H (4.43207, -3.21313, 3.19106)
H (3.58430, -5.19592, 4.55743)
H (1.99589, -6.80454, 3.54279)
H (1.21584, -6.48466, 1.14608)
H (3.39765, -1.54710, -2.05042)
H (1.92520, -2.50934, -3.86034)
H (0.62083, -4.57344, -3.45126)
H (0.76664, -5.72772, -1.19418)

=====

2.
ORCA calculation (wB97M-V/def2-TZVPD) on a structure of composition C13H33F3KO14P3 in a non-equilibrium geometry.

Values from the calculation:
- 2S+1 = 1
- energy above the lowest of the compared OMol25 structures with the same formula, charge and spin (kcal per mole) = 105.6
- HOMO-LUMO gap (eV) = 6.38
- LUMO energy (eV) = -0.16

Positions of all 67 atoms, in Å:
K (0.70763, 0.64455, -0.08443)
C (3.93556, -0.36668, -1.78636)
O (3.92084, 0.99687, -2.14675)
O (2.62428, -0.65581, -1.62830)
C (5.00250, -1.26661, -2.72510)
F (5.92828, -0.59183, -3.34493)
F (5.59702, -2.17501, -1.99421)
F (4.39449, -1.91228, -3.71834)
C (4.62470, 1.93468, -1.36794)
C (4.56758, 3.19929, -2.15167)
H (4.67353, 3.15165, -3.23546)
H (3.59997, 3.67362, -1.98783)
H (5.36968, 3.87182, -1.84765)
H (5.67330, 1.64478, -1.30089)
H (4.14282, 2.10406, -0.40503)
H (4.30201, -0.48582, -0.76674)
C (-4.33610, 1.45801, -5.01883)
O (-2.94518, 1.45315, -5.22780)
P (-1.99814, 0.06125, -5.07097)
O (-0.51080, 0.29058, -5.23813)
O (-2.38496, -0.41893, -3.54854)
C (-2.41252, 0.44996, -2.42206)
O (-2.66991, -1.07378, -6.04517)
C (-2.69286, -0.94264, -7.45684)
H (-4.57253, 1.20675, -3.98488)
H (-4.88735, 0.64895, -5.49805)
H (-4.80995, 2.42731, -5.17380)
H (-3.10404, -0.08665, -1.77249)
H (-2.69293, 1.48180, -2.63367)
H (-1.41945, 0.50216, -1.97576)
H (-3.70864, -0.93553, -7.85212)
H (-2.13726, -1.66250, -8.05784)
H (-2.21238, 0.00272, -7.70890)
C (0.12165, -0.06859, 5.82935)
O (0.39455, -0.97490, 4.76450)
P (1.62490, -0.73883, 3.74493)
O (1.69759, 0.62511, 3.16630)
O (1.45550, -1.89624, 2.61128)
C (2.34019, -1.96448, 1.54141)
O (2.93451, -1.24551, 4.45069)
C (3.13580, -2.39817, 5.28610)
H (0.65177, 0.88265, 5.87631)
H (0.40777, -0.52827, 6.77536)
H (-0.95992, -0.03525, 5.69820)
H (3.25848, -2.40189, 1.93323)
H (2.51410, -1.00317, 1.05794)
H (1.90044, -2.73451, 0.90756)
H (2.16370, -2.88819, 5.23123)
H (3.48596, -2.08258, 6.26890)
H (3.71195, -3.18893, 4.80564)
C (-1.82191, 2.10740, 3.18828)
O (-2.48504, 0.83240, 3.43673)
P (-2.83615, -0.03030, 2.12821)
O (-1.88333, 0.09642, 0.97549)
O (-4.33998, 0.51870, 1.63030)
C (-5.18858, 1.11052, 2.59425)
O (-3.16157, -1.47555, 2.71809)
C (-2.09288, -2.44297, 2.64033)
H (-2.59634, 2.86160, 3.32813)
H (-1.42660, 2.31606, 2.19415)
H (-1.02832, 2.26311, 3.91908)
H (-5.68711, 1.94567, 2.10223)
H (-4.56091, 1.57216, 3.35650)
H (-5.87320, 0.40882, 3.07070)
H (-1.97471, -2.84894, 3.64498)
H (-1.18144, -1.93461, 2.32578)
H (-2.27019, -3.28833, 1.97548)

=====

3.
ORCA calculation (wB97M-V/def2-TZVPD) on a cluster of 7 separate species, C14H44BN14O7 in total in a non-equilibrium geometry.

Values from the calculation:
- charge = -1
- 2S+1 = 1
- HOMO-LUMO gap (eV) = 6.86
- LUMO energy (eV) = 2.09

Positions of all 80 atoms, in Å:
C (-2.39668, 0.42552, 0.57091)
C (-0.85142, 0.49612, 0.28773)
O (-0.51150, 1.28828, -0.63736)
N (0.17917, -0.17433, 0.97797)
C (-0.25070, -1.18123, 1.95188)
B (1.37911, -0.58436, 0.10583)
C (2.77081, 0.25284, 0.49041)
C (2.52173, 1.77916, 0.84845)
C (3.20529, 2.26972, 2.20246)
C (2.29010, 3.23621, 3.07361)
C (1.62383, 4.42313, 2.25986)
N (0.18670, 4.50519, 2.73486)
H (-2.94694, 0.68869, -0.37964)
H (-2.65798, 1.25712, 1.30739)
H (-2.74285, -0.53195, 1.04868)
H (0.43272, -1.08316, 2.86173)
H (-1.30148, -1.09767, 2.34604)
H (-0.11188, -2.26340, 1.61348)
H (1.15967, -0.60470, -1.07293)
H (1.63671, -1.73414, 0.40050)
H (3.32481, -0.27488, 1.33769)
H (3.42987, 0.17611, -0.43950)
H (1.44102, 2.09564, 0.88464)
H (3.00197, 2.39275, 0.01814)
H (3.37945, 1.34263, 2.84519)
H (4.21783, 2.73708, 2.03742)
H (1.50406, 2.64771, 3.63568)
H (2.97263, 3.71903, 3.84785)
H (1.58541, 4.26244, 1.14395)
H (2.09316, 5.43407, 2.45059)
H (-0.19539, 3.58197, 2.47509)
H (-0.31952, 5.19242, 2.16768)
C (-5.47418, -2.58271, 0.98193)
O (-4.52266, -2.34326, 1.71544)
N (-5.81137, -3.84249, 0.60216)
N (-6.27895, -1.61295, 0.48089)
H (-6.58810, -4.04850, 0.00165)
H (-5.24323, -4.59652, 0.94798)
H (-6.06902, -0.66305, 0.73423)
H (-7.05964, -1.79974, -0.12033)
C (1.90163, -0.31770, -4.82739)
O (2.49456, -1.04861, -5.61742)
N (2.10219, 1.02584, -4.77837)
N (0.99675, -0.78063, -3.93427)
H (1.62363, 1.63096, -4.13576)
H (2.76622, 1.41664, -5.42237)
H (0.81584, -1.76813, -3.93164)
H (0.50817, -0.18900, -3.28168)
C (4.81674, 4.42641, -1.38181)
O (4.64775, 3.40639, -0.73879)
N (5.67128, 5.41214, -0.98894)
N (4.16605, 4.67378, -2.55193)
H (5.81793, 6.25577, -1.51020)
H (6.17261, 5.27111, -0.12998)
H (3.52501, 3.97246, -2.87877)
H (4.29615, 5.50931, -3.09022)
C (5.64012, -2.33637, -3.02712)
O (6.74992, -2.84765, -2.91568)
N (4.98275, -1.76784, -1.98408)
N (4.96514, -2.29107, -4.20531)
H (4.07393, -1.34704, -2.06748)
H (5.43935, -1.77505, -1.08961)
H (5.40977, -2.69851, -5.00749)
H (4.05558, -1.87373, -4.30623)
C (-7.80975, -2.40682, 4.27080)
O (-8.82735, -2.57229, 3.61198)
N (-6.57109, -2.68735, 3.79298)
N (-7.82973, -1.92497, 5.54462)
H (-5.73056, -2.55530, 4.32377)
H (-6.50883, -3.04605, 2.85566)
H (-8.72612, -1.70325, 5.93939)
H (-7.00299, -1.78474, 6.09425)
C (-2.64232, -3.37798, -1.95073)
O (-3.66436, -3.54286, -2.60706)
N (-1.40264, -3.66022, -2.43592)
N (-2.65345, -2.89954, -0.68177)
H (-0.55916, -3.52781, -1.90635)
H (-1.34476, -4.01754, -3.37274)
H (-3.54730, -2.67651, -0.28104)
H (-1.82121, -2.76104, -0.13555)

=====

Calculated total energy, -44180.4938 -95029.3747 -51109.1710 eV (same order as the records).
Calculated HOMO, -6.1 -6.5 -4.8 eV (same order as the records).